No. 1
A structure of composition C33H71INNbO34P in a non-equilibrium geometry. Source: the Open Molecules 2025 dataset; level of theory: ωB97M-V/def2-TZVPD.

* Kohn-Sham gap: 6.52 eV
* largest force on an atom: 2.1 eV/Å
* charge: -1
* HOMO energy: -5.26 eV
* lowest unoccupied orbital energy: 1.26 eV

Atoms and positions in Å:
C -6.6792 0.3870 3.2143
C -6.9217 0.7546 4.6601
O -7.6439 1.6995 4.9633
N -6.3032 -0.0893 5.5934
C -4.8340 0.1139 5.5634
Nb -7.1507 -0.4921 7.4807
I -7.7944 -3.2131 7.4685
P -6.7697 2.0201 8.0116
O -6.2494 2.3293 9.3681
O -5.7886 2.7471 6.9257
O -8.1749 2.8008 7.7624
H -7.3765 -0.4181 2.9612
H -5.6651 0.0206 3.0539
H -6.8891 1.2396 2.5661
H -4.5718 1.1649 5.4299
H -4.3630 -0.4757 4.7690
H -4.4019 -0.2225 6.5118
H -8.9144 -0.1636 7.0830
H -7.9106 -0.0771 9.0425
H -5.7661 -0.9664 8.6050
H -6.2206 2.7570 6.0609
H -8.5688 2.5119 6.9261
C -0.2591 -1.9401 3.9964
O 0.0207 -1.1201 2.8499
C -0.9407 -0.2388 2.5613
O -1.9727 -0.1025 3.1614
O -0.5559 0.4422 1.4836
C -1.5047 1.4084 1.0101
H 0.6009 -2.5952 4.1000
H -0.3757 -1.3243 4.8854
H -1.1653 -2.5205 3.8371
H -1.7055 2.1633 1.7672
H -2.4361 0.9197 0.7304
H -1.0410 1.8566 0.1371
C -1.0573 0.1404 -3.6273
O -1.8118 0.8668 -4.6083
C -2.4024 1.9683 -4.1411
O -2.3406 2.3672 -3.0062
O -3.0659 2.5466 -5.1381
C -3.7582 3.7498 -4.7738
H -0.6465 -0.7130 -4.1574
H -0.2590 0.7599 -3.2238
H -1.7038 -0.1865 -2.8149
H -3.0593 4.5004 -4.4091
H -4.5051 3.5490 -4.0086
H -4.2357 4.1034 -5.6833
C 5.6082 -5.7003 1.6552
O 4.7225 -4.8332 0.9356
C 4.2029 -3.8489 1.6669
O 4.4186 -3.6528 2.8382
O 3.4125 -3.1197 0.8871
C 2.7758 -2.0091 1.5434
H 5.9481 -6.4424 0.9395
H 6.4595 -5.1448 2.0439
H 5.0834 -6.1863 2.4765
H 3.5209 -1.3058 1.9100
H 2.1599 -2.3579 2.3653
H 2.1543 -1.5434 0.7861
C 5.3123 -2.3859 -1.3042
O 6.1851 -2.5124 -2.4405
C 7.0405 -1.5142 -2.6129
O 7.1583 -0.5445 -1.9079
O 7.7612 -1.7599 -3.7130
C 8.7309 -0.7499 -4.0136
H 4.6984 -3.2792 -1.3148
H 5.8959 -2.3318 -0.3873
H 4.6945 -1.4959 -1.4041
H 9.4469 -0.6522 -3.1998
H 8.2458 0.2101 -4.1791
H 9.2241 -1.0907 -4.9185
C 6.9933 -4.6862 5.1144
O 7.8426 -5.6169 4.4268
C 8.9482 -5.9826 5.0668
O 9.3126 -5.6157 6.1514
O 9.5924 -6.8426 4.2701
C 10.8362 -7.3322 4.7833
H 6.1584 -4.5108 4.4420
H 6.6370 -5.1057 6.0533
H 7.5170 -3.7522 5.3081
H 10.6818 -7.8577 5.7238
H 11.5352 -6.5121 4.9365
H 11.2107 -8.0121 4.0236
C -3.4069 10.7622 -5.0052
O -3.4309 9.3526 -5.2618
C -2.2320 8.8151 -5.4828
O -1.1846 9.4106 -5.4889
O -2.3889 7.5107 -5.6968
C -1.1702 6.8004 -5.9392
H -4.4446 11.0379 -4.8478
H -2.8137 10.9785 -4.1190
H -2.9904 11.2981 -5.8560
H -0.5019 6.8794 -5.0835
H -0.6641 7.1810 -6.8242
H -1.4640 5.7656 -6.0882
C -4.0701 2.1745 -8.9797
O -4.3240 3.1295 -10.0230
C -4.4228 4.3856 -9.5973
O -4.3137 4.7482 -8.4529
O -4.6592 5.1769 -10.6419
C -4.7868 6.5657 -10.3080
H -4.0166 1.2153 -9.4839
H -3.1330 2.3974 -8.4741
H -4.8789 2.1815 -8.2521
H -3.8705 6.9342 -9.8512
H -5.6159 6.7182 -9.6201
H -4.9738 7.0665 -11.2524
C 9.4993 -7.2668 -2.5805
O 8.6061 -7.2488 -1.4610
C 9.0483 -7.9085 -0.3908
O 10.0992 -8.4923 -0.3091
O 8.1332 -7.8083 0.5690
C 8.4737 -8.4712 1.7963
H 8.9956 -6.6934 -3.3520
H 10.4496 -6.8058 -2.3179
H 9.6752 -8.2882 -2.9125
H 9.3889 -8.0581 2.2092
H 8.5848 -9.5412 1.6301
H 7.6429 -8.2730 2.4662
C -0.4442 -4.3711 -3.2302
O 0.7301 -3.5654 -3.3974
C 1.6536 -4.0996 -4.1976
O 1.5637 -5.1569 -4.7675
O 2.6879 -3.2647 -4.2590
C 3.7697 -3.7095 -5.0885
H -1.0834 -3.8042 -2.5610
H -0.9355 -4.5330 -4.1877
H -0.1869 -5.3325 -2.7906
H 3.4389 -3.8348 -6.1177
H 4.1761 -4.6489 -4.7192
H 4.5194 -2.9278 -5.0167
C -8.2037 5.8769 7.7860
O -7.8606 6.4763 6.5179
C -8.8012 7.2256 5.9797
O -9.8926 7.4673 6.4347
O -8.3483 7.7023 4.8071
C -9.2828 8.5302 4.1168
H -7.3377 5.2958 8.0814
H -8.4159 6.6593 8.5126
H -9.0626 5.2221 7.6763
H -9.5429 9.4027 4.7144
H -10.1917 7.9772 3.8848
H -8.7767 8.8308 3.2037

Löwdin population analysis, charges in e, atoms 1 to 6: atom 1 (C): -0.003, atom 2 (C): -0.584, atom 3 (O): -0.005, atom 4 (N): -0.265, atom 5 (C): -0.147, atom 6 (Nb): 0.717

***

No. 2
A structure of composition C33H72I2O3 in a non-equilibrium geometry. Source: the Open Molecules 2025 dataset; level of theory: ωB97M-V/def2-TZVPD.

* Kohn-Sham gap: 8.87 eV
* largest force on an atom: 3.7 eV/Å
* charge: 0
* HOMO energy: -8.89 eV
* lowest unoccupied orbital energy: -0.02 eV

Atoms and positions in Å:
C 2.1644 1.8022 1.4172
C 1.0028 0.9237 0.7430
C 0.6334 -0.4105 1.5343
C 0.2296 -0.1753 3.0722
C -0.8106 -1.3092 3.5628
O -2.1416 -0.7677 3.3361
C -2.8920 -1.5380 2.4446
O -2.4780 -2.1161 1.4347
O -4.2908 -1.6254 2.7255
C -5.0319 -0.6474 1.9639
I -5.4083 -1.2633 -0.1145
C -4.4306 0.8387 2.0319
C -5.6613 1.9071 2.0406
I -3.1402 1.3987 0.3704
H 1.9941 2.8819 1.0560
H 3.1693 1.4903 0.9704
H 2.1565 1.7987 2.5521
H 1.3730 0.6030 -0.2919
H 0.0675 1.5710 0.6080
H 1.4587 -1.2026 1.5293
H -0.2849 -0.8641 1.0206
H -0.2464 0.8678 3.1186
H 1.1117 -0.1545 3.7874
H -0.6694 -1.3732 4.7000
H -0.6203 -2.3255 3.1008
H -6.0730 -0.5974 2.4429
H -3.8642 1.0110 3.0009
H -5.2808 2.8054 2.6233
H -6.5375 1.4832 2.6404
H -5.9173 2.1307 0.9576
C 2.2169 -7.7171 1.7911
C 1.7464 -6.2991 2.0854
C 0.2754 -6.0622 1.7402
C -0.0881 -6.2313 0.2625
C 0.6897 -5.3416 -0.7088
C 0.4607 -3.8544 -0.4795
H 2.1616 -7.9476 0.7249
H 3.2576 -7.8409 2.1022
H 1.6137 -8.4493 2.3348
H 2.3835 -5.5836 1.5562
H 1.8861 -6.1020 3.1538
H -0.0047 -5.0563 2.0710
H -0.3412 -6.7530 2.3271
H -1.1594 -6.0305 0.1472
H 0.0535 -7.2773 -0.0296
H 0.3751 -5.5890 -1.7286
H 1.7606 -5.5624 -0.6565
H -0.6001 -3.6068 -0.5569
H 0.9992 -3.2713 -1.2314
H 0.8185 -3.5382 0.5033
C -5.2871 -3.9856 -5.9271
C -4.3919 -2.7879 -5.6390
C -2.9022 -3.0854 -5.8159
C -2.3314 -4.1573 -4.8833
C -2.5008 -3.8815 -3.3881
C -1.7848 -2.6224 -2.9203
H -5.1027 -4.8048 -5.2284
H -6.3385 -3.7014 -5.8326
H -5.1286 -4.3560 -6.9436
H -4.5903 -2.4157 -4.6290
H -4.6655 -1.9778 -6.3234
H -2.3412 -2.1540 -5.6864
H -2.7249 -3.4003 -6.8509
H -1.2639 -4.2720 -5.1042
H -2.7908 -5.1238 -5.1161
H -2.0984 -4.7364 -2.8334
H -3.5622 -3.8198 -3.1284
H -0.7155 -2.6757 -3.1429
H -1.8991 -2.5055 -1.8401
H -2.1924 -1.7265 -3.3950
C -2.8335 5.5688 1.5840
C -1.3207 5.4170 1.6672
C -0.8699 4.3580 2.6748
C -1.2549 4.6300 4.1317
C -0.7505 5.9551 4.7060
C 0.7681 6.0595 4.7413
H -3.2571 5.9155 2.5296
H -3.0965 6.3008 0.8158
H -3.3066 4.6187 1.3203
H -0.8667 6.3851 1.9006
H -0.9457 5.1332 0.6778
H 0.2171 4.2445 2.6008
H -1.2927 3.3897 2.3828
H -0.8722 3.8078 4.7476
H -2.3452 4.5967 4.2318
H -1.1293 6.0525 5.7291
H -1.1649 6.7979 4.1443
H 1.2022 5.2424 5.3238
H 1.0698 7.0017 5.2058
H 1.1975 6.0339 3.7371
C 3.7469 2.3653 -2.3816
C 5.2289 2.1267 -2.1261
C 5.8608 3.1655 -1.1985
C 5.8418 4.6063 -1.7163
C 6.5217 4.8251 -3.0692
C 8.0087 4.4983 -3.0587
H 3.5734 3.3121 -2.8982
H 3.3401 1.5674 -3.0085
H 3.1854 2.3756 -1.4432
H 5.7646 2.0889 -3.0797
H 5.3474 1.1384 -1.6688
H 6.8935 2.8671 -0.9902
H 5.3413 3.1402 -0.2333
H 6.3247 5.2464 -0.9691
H 4.8057 4.9546 -1.7841
H 6.3991 5.8769 -3.3490
H 6.0214 4.2406 -3.8475
H 8.5341 5.0940 -2.3074
H 8.4497 4.7207 -4.0337
H 8.1878 3.4413 -2.8485

Löwdin population analysis, charges in e, atoms 1 to 6: atom 1 (C): -0.126, atom 2 (C): -0.255, atom 3 (C): -0.211, atom 4 (C): -0.157, atom 5 (C): -0.142, atom 6 (O): -0.031

***

No. 3
A cluster of 5 separate species, C33H73BBrNO16P4 in total in a non-equilibrium geometry. Source: the Open Molecules 2025 dataset; level of theory: ωB97M-V/def2-TZVPD.

* SMILES string: CC(C)CB(Br)c1ccncc1.CCOP(=O)(OCC)OCC.CCOP(=O)(OCC)OCC.CCOP(=O)(OCC)OCC.CCOP(=O)(OCC)OCC
* Kohn-Sham gap: 8.80 eV
* largest force on an atom: 8.5 eV/Å
* charge: 0
* HOMO energy: -9.63 eV
* lowest unoccupied orbital energy: -0.82 eV

Atoms and positions in Å:
C 1.4166 0.9791 -0.9427
C 0.7814 2.2284 -1.5460
C 1.8945 3.1157 -2.1779
C 0.0144 3.0714 -0.5017
B -1.0808 3.9154 -1.2404
Br -0.8418 5.8112 -1.4167
C -2.3265 3.1895 -1.8300
C -3.3770 2.7481 -1.0232
C -4.4570 2.1027 -1.5933
N -4.6326 1.8683 -2.8930
C -3.6185 2.2918 -3.6472
C -2.4753 2.9188 -3.1923
H 2.1681 1.2303 -0.1933
H 0.6868 0.2645 -0.5577
H 1.9177 0.4574 -1.7651
H 0.1138 1.9286 -2.3569
H 2.8501 2.5951 -2.2113
H 1.9777 4.0526 -1.6305
H 1.6266 3.3510 -3.2103
H 0.6850 3.7196 0.0645
H -0.5234 2.4468 0.2242
H -3.3444 2.8843 0.0508
H -5.2461 1.7484 -0.9361
H -3.7050 2.0954 -4.7120
H -1.7038 3.1991 -3.8985
C 2.5473 -3.7614 -7.3487
C 1.2848 -3.4403 -6.5714
O 1.2997 -3.9906 -5.2534
P 2.3232 -3.3711 -4.1303
O 1.5894 -2.1223 -3.7494
O 1.8571 -4.1791 -2.7594
C 1.3305 -3.5142 -1.6169
C -0.1805 -3.4322 -1.6975
O 3.4394 -4.5129 -4.3371
C 3.5657 -5.7789 -3.6650
C 2.4546 -6.7456 -3.9971
H 3.4199 -3.2725 -6.9064
H 2.4574 -3.4202 -8.3804
H 2.7409 -4.8338 -7.3444
H 1.1302 -2.3585 -6.5155
H 0.4184 -3.8709 -7.0729
H 1.7788 -2.5307 -1.4884
H 1.6101 -4.1078 -0.7424
H -0.5044 -2.9880 -2.6386
H -0.5880 -2.8415 -0.8753
H -0.6114 -4.4349 -1.6524
H 3.6770 -5.6376 -2.5935
H 4.5130 -6.1893 -4.0193
H 1.4856 -6.3874 -3.6584
H 2.6573 -7.7037 -3.5159
H 2.3879 -6.9000 -5.0746
C 4.8097 0.3013 4.6397
C 3.6346 -0.1511 3.7934
O 2.3858 0.3753 4.2558
P 2.0821 1.9567 4.0867
O 1.9272 2.2162 2.6401
O 0.5294 2.0472 4.5710
C -0.5306 2.4412 3.7027
C -1.1724 1.2394 3.0404
O 2.6395 2.4616 5.4793
C 1.9180 2.5493 6.7247
C 1.5334 1.2037 7.2895
H 4.9721 1.3779 4.5509
H 5.7224 -0.2042 4.3231
H 4.6317 0.0872 5.6935
H 3.7829 0.1282 2.7464
H 3.5411 -1.2355 3.8351
H -0.1836 3.1634 2.9642
H -1.2628 2.9542 4.3293
H -0.4264 0.6220 2.5384
H -1.9183 1.5535 2.3077
H -1.6625 0.6107 3.7853
H 1.0612 3.2112 6.6234
H 2.6055 3.0437 7.4115
H 0.8397 0.6717 6.6422
H 1.0602 1.3446 8.2619
H 2.4139 0.5720 7.4146
C -2.7537 -5.0079 -4.3384
C -3.5026 -6.0919 -5.0886
O -3.9283 -7.1591 -4.2300
P -5.1016 -6.8902 -3.1605
O -6.3513 -6.5890 -3.8685
O -5.3073 -8.3905 -2.5873
C -6.5208 -9.1178 -2.7658
C -6.4646 -9.9759 -4.0117
O -4.2866 -6.3460 -1.9261
C -3.6740 -7.1327 -0.8914
C -2.5163 -7.9701 -1.3805
H -3.4097 -4.4893 -3.6364
H -2.3489 -4.2688 -5.0303
H -1.9354 -5.4359 -3.7586
H -4.3679 -5.6752 -5.6105
H -2.8534 -6.5447 -5.8368
H -7.3786 -8.4474 -2.7820
H -6.6291 -9.7535 -1.8844
H -6.1976 -9.3810 -4.8853
H -7.4272 -10.4551 -4.1942
H -5.7048 -10.7519 -3.9057
H -4.4207 -7.7317 -0.3745
H -3.3080 -6.4064 -0.1649
H -2.8314 -8.7185 -2.1046
H -2.0562 -8.4807 -0.5334
H -1.7654 -7.3429 -1.8635
C 2.3290 5.4363 2.4023
C 2.6677 5.7034 3.8535
O 2.3708 7.0446 4.2608
P 0.8262 7.4883 4.3810
O 0.1765 6.7051 5.4406
O 1.0055 8.9661 5.0148
C 0.5334 9.3036 6.3175
C 1.6152 9.1063 7.3579
O 0.5144 7.9648 2.9139
C 0.7284 9.2816 2.3765
C 2.1871 9.6550 2.2669
H 1.2513 5.4971 2.2313
H 2.6590 4.4407 2.1096
H 2.8003 6.1744 1.7513
H 2.1288 5.0006 4.4974
H 3.7351 5.5587 4.0173
H -0.3652 8.7406 6.5647
H 0.2486 10.3570 6.2762
H 2.0282 8.0986 7.3075
H 1.2213 9.2745 8.3611
H 2.4390 9.8011 7.1874
H 0.1596 10.0196 2.9379
H 0.2903 9.2522 1.3786
H 2.6698 9.7057 3.2407
H 2.2750 10.6302 1.7864
H 2.7283 8.9191 1.6710

Löwdin population analysis, charges in e, atoms 1 to 6: atom 1 (C): -0.072, atom 2 (C): -0.404, atom 3 (C): -0.054, atom 4 (C): -0.165, atom 5 (B): -0.768, atom 6 (Br): 0.781

***

- Among the records above, which one has the lowest Kohn-Sham gap?
  C33H71INNbO34P

***

- Which of these has the highest Kohn-Sham gap?
  C33H72I2O3

***

- Which of these has the lowest HOMO energy?
  C33H73BBrNO16P4